The following is a DFT calculation (ωB97M-V/def2-TZVPD) of C18H12IrN4OS2 as an isolated structure.

HOMO level (spin up / spin down) = -12.28 / -12.28 eV
frontier orbital gap (spin up / spin down) = 6.948 / 6.956 eV
charge = +1
spin multiplicity = 1
electronic energy = -1887.814553 a.u.
LUMO energy (spin up / spin down) = -5.335 / -5.324 eV
F_max = 0.013 Eh/bohr

Last column: Löwdin charge in e.
Positions of all 38 atoms, in Å:
Ir: -0.3365 -1.6067 -0.7133  0.733
S: 1.1268 -3.2127 -1.0742  0.705
C: 0.2717 -4.6552 -1.4224  -0.686
C: 1.0068 -5.8686 -1.5446  -0.238
N: 1.6061 -6.8450 -1.6251  0.213
C: -1.0791 -4.5632 -1.6026  -0.680
S: -1.8106 -3.0188 -1.4503  0.733
C: -1.9282 -5.6567 -1.9338  -0.240
N: -2.6259 -6.5246 -2.2152  0.214
C: -0.4834 -0.4200 3.4729  0.035
C: -0.0339 -0.4111 2.0535  -0.340
O: -0.4109 -1.3492 1.3254  -0.129
C: 0.8435 0.6390 1.5294  -0.180
C: 0.8902 1.8998 2.1284  -0.004
C: 1.7059 2.8845 1.5983  -0.036
C: 2.4983 2.6116 0.4899  -0.031
C: 2.4839 1.3502 -0.0938  -0.040
C: 1.6583 0.3699 0.4245  -0.053
H: -1.0188 -1.3402 3.6865  0.105
H: -1.1507 0.4292 3.6426  0.107
H: 0.3660 -0.3027 4.1456  0.114
H: 0.2792 2.1186 2.9937  0.122
H: 1.7333 3.8638 2.0559  0.121
H: 3.1469 3.3794 0.0895  0.123
H: 3.1323 1.1291 -0.9309  0.126
H: 1.7134 -0.6382 0.0107  0.066
N: 0.6994 3.8482 -3.7130  0.205
C: 0.1016 3.2493 -2.9380  -0.159
C: -0.6302 2.5135 -1.9474  -0.182
C: -1.4350 3.1551 -1.0128  0.034
C: -2.1065 2.3838 -0.0785  -0.008
C: -1.9241 1.0166 -0.0862  -0.107
N: -1.1328 0.3989 -0.9748  -0.099
C: -0.5149 1.1299 -1.9063  -0.071
H: -1.5331 4.2321 -1.0277  0.140
H: -2.7589 2.8361 0.6542  0.126
H: -2.4342 0.3767 0.6231  0.129
H: 0.0841 0.5977 -2.6331  0.132


The following is a DFT calculation (ωB97M-V/def2-TZVPD) of C18H12N5O11SW as an isolated structure at a distorted geometry.

HOMO level (spin up / spin down) = -12.14 / -12.14 eV
frontier orbital gap (spin up / spin down) = 5.751 / 5.746 eV
charge = +1
spin multiplicity = 1
electronic energy = -2259.392957 a.u.
LUMO energy (spin up / spin down) = -6.386 / -6.389 eV
F_max = 0.045 Eh/bohr

Last column: Löwdin charge in e.
Positions of all 48 atoms, in Å:
W: -0.1320 -0.6999 -0.8625  1.753
C: -0.0712 1.8274 2.2813  0.047
C: -0.0512 0.3460 2.2633  -0.273
N: 0.3929 -0.4192 1.2657  0.024
C: 0.2219 -1.7420 1.6909  -0.143
C: -0.3307 -1.7654 2.9272  -0.031
N: -0.4540 -0.4493 3.2675  0.225
C: -0.8024 -2.8040 3.9054  -0.455
O: -0.7906 -4.0591 3.5224  0.188
O: -1.1776 -2.4167 4.9760  0.161
C: 0.4881 -2.8299 0.7159  -0.482
O: 0.1897 -3.9723 0.8761  0.182
O: 1.0146 -2.2387 -0.3966  -0.204
H: -0.1173 2.2140 1.2658  0.060
H: 0.8377 2.2056 2.7532  0.112
H: -0.9281 2.1953 2.8439  0.106
H: -0.8078 -0.1617 4.1742  0.196
H: -0.4855 -4.1850 2.5980  0.099
S: 1.6098 0.0094 -2.2817  0.872
C: 3.2342 -0.2860 -1.7181  -0.585
C: 4.2173 -0.1087 -2.7015  -0.104
C: 5.5487 -0.2822 -2.3780  -0.053
C: 5.9077 -0.6317 -1.0827  -0.043
C: 4.9347 -0.7993 -0.1019  -0.055
C: 3.6007 -0.6285 -0.4095  -0.095
H: 3.9234 0.1633 -3.7083  0.108
H: 6.3074 -0.1480 -3.1368  0.119
H: 6.9514 -0.7682 -0.8318  0.117
H: 5.2255 -1.0597 0.9077  0.116
H: 2.8508 -0.7437 0.3528  0.076
O: -5.5354 1.8253 -4.7224  0.111
N: -4.7932 2.7053 -4.3484  -0.345
O: -4.8638 3.8761 -4.6437  0.116
C: -3.7004 2.3098 -3.4333  -0.096
C: -2.8361 3.2766 -2.9681  0.110
C: -1.8280 2.9161 -2.1065  -0.031
C: -1.6303 1.5919 -1.7148  -0.210
O: -0.5779 1.1990 -0.9851  -0.279
C: -2.5394 0.6465 -2.2276  -0.143
C: -3.5746 0.9906 -3.0698  0.106
N: -2.3899 -0.7688 -1.9242  -0.053
O: -1.9981 -0.8586 -0.5205  -0.243
O: -1.0627 -1.1146 -2.4469  -0.272
N: -0.9640 3.9949 -1.5817  -0.325
O: -0.3868 3.7877 -0.5326  0.093
O: -0.9271 5.0237 -2.2133  0.129
H: -2.9498 4.3093 -3.2670  0.147
H: -4.2560 0.2365 -3.4400  0.150


The following is a DFT calculation (ωB97M-V/def2-TZVPD) of C18H13Br2NO3Re as an isolated structure at a distorted geometry.

HOMO level (spin up / spin down) = -14.67 / -14.59 eV
frontier orbital gap (spin up / spin down) = 5.494 / 5.222 eV
charge = +2
⟨S²⟩ = 0.8752
spin multiplicity = 2
electronic energy = -6199.888981 a.u.
LUMO energy (spin up / spin down) = -9.180 / -9.365 eV
F_max = 0.072 Eh/bohr

Last column: Löwdin charge in e.
Positions of all 38 atoms, in Å:
Re: -0.0383 0.5665 0.2476  1.769
C: 0.1556 -2.8619 -0.1422  -0.016
C: 0.0848 -2.4392 1.2760  -0.252
C: 0.1001 -3.3967 2.3036  0.044
C: 0.0358 -3.0351 3.6284  0.054
C: -0.0471 -1.6686 3.9487  -0.160
C: -0.1212 -1.1200 5.2695  -0.561
Br: -0.1117 -2.2690 6.7600  0.927
C: -0.2001 0.2471 5.4699  -0.121
C: -0.2105 1.1419 4.3979  -0.555
Br: -0.3172 2.9895 4.6720  0.936
C: -0.1395 0.6553 3.0698  -0.370
O: -0.1401 1.3638 1.9953  -0.165
C: -0.0580 -0.7633 2.8721  -0.139
N: 0.0062 -1.1276 1.5557  -0.016
H: 0.2155 -3.9421 -0.2303  0.104
H: 1.0308 -2.4181 -0.6175  0.093
H: -0.7269 -2.5107 -0.6776  0.093
H: 0.1642 -4.4402 2.0362  0.137
H: 0.0490 -3.7880 4.4028  0.111
H: -0.2548 0.6302 6.4799  0.118
C: 0.1826 -1.0004 -3.7987  0.035
C: 0.0915 0.0440 -2.7435  -0.275
O: 0.0699 -0.3353 -1.5289  -0.182
C: 0.0307 1.4313 -3.1021  -0.077
C: 0.0556 1.8323 -4.4471  0.013
C: -0.0025 3.1631 -4.7987  -0.014
C: -0.0883 4.1520 -3.8120  0.003
C: -0.1158 3.8088 -2.4807  0.044
C: -0.0581 2.4500 -2.0737  -0.270
O: -0.0842 2.1354 -0.8256  -0.165
H: 0.2195 -1.9902 -3.3528  0.097
H: 1.0757 -0.8504 -4.4064  0.121
H: -0.6778 -0.9428 -4.4664  0.121
H: 0.1214 1.0844 -5.2206  0.124
H: 0.0184 3.4419 -5.8397  0.127
H: -0.1331 5.1905 -4.1023  0.133
H: -0.1820 4.5714 -1.7190  0.134


The following is a DFT calculation (ωB97M-V/def2-TZVPD) of the molecule C18H13BrCl2N2 at a distorted geometry.

HOMO level = -7.87 eV
frontier orbital gap = 8.211 eV
structure (SMILES) = Clc1ccc(N[C@H](c2ccccc2)c2cccc(Br)n2)cc1Cl
spin multiplicity = 1
electronic energy = -4297.561263 a.u.
LUMO energy = 0.345 eV
F_max = 0.124 Eh/bohr

Last column: Löwdin charge in e.
Positions of all 36 atoms, in Å:
Cl: 5.7175 -2.1636 -2.0904  0.603
C: 4.2870 -1.6742 -1.1551  -0.665
C: 3.3488 -2.6648 -0.8654  -0.134
C: 2.2085 -2.3414 -0.2313  -0.042
C: 1.8422 -1.0104 0.1410  -0.241
N: 0.5091 -0.9020 0.4021  0.043
C: -0.0877 0.3388 0.8151  -0.247
C: -1.4079 -0.1223 1.4076  -0.110
C: -2.5385 -0.6742 0.6684  -0.059
C: -3.6603 -1.1104 1.2202  -0.125
C: -3.8248 -1.0961 2.6172  -0.022
C: -2.8273 -0.3442 3.4150  -0.074
C: -1.6729 0.0600 2.8378  -0.042
C: -0.3762 1.2730 -0.3800  -0.206
C: -0.2757 2.6888 -0.3808  -0.020
C: -0.4877 3.3677 -1.5865  -0.081
C: -0.7552 2.6774 -2.7587  -0.119
C: -0.7272 1.2308 -2.6827  -0.723
Br: -1.3603 0.4071 -4.2362  0.754
N: -0.5725 0.5287 -1.5264  0.099
C: 2.7833 -0.0346 -0.1713  -0.045
C: 3.9863 -0.3257 -0.8705  -0.670
Cl: 5.0932 0.9054 -1.3732  0.662
H: 3.6869 -3.7145 -1.2314  0.138
H: 1.4234 -3.0640 -0.1887  0.105
H: -0.1343 -1.6733 0.3629  0.135
H: 0.6215 0.8363 1.5460  0.165
H: -2.5692 -0.7782 -0.4046  0.105
H: -4.3348 -1.5323 0.5582  0.086
H: -4.8151 -1.3852 3.0676  0.111
H: -3.1335 -0.1195 4.3382  0.052
H: -0.8769 0.4638 3.5131  0.122
H: 0.0068 3.1890 0.5928  0.131
H: -0.5909 4.4810 -1.6026  0.124
H: -0.9349 3.2484 -3.6162  0.074
H: 2.4492 1.0346 -0.1512  0.115


The following is a DFT calculation (ωB97M-V/def2-TZVPD) of C18H13CoF6N3O6S6Sb as an isolated structure at a distorted geometry.

HOMO level (spin up / spin down) = -1.02 / -1.13 eV
frontier orbital gap (spin up / spin down) = 5.077 / 5.234 eV
charge = -2
⟨S²⟩ = 2.0432
spin multiplicity = 3
electronic energy = -5920.915517 a.u.
LUMO energy (spin up / spin down) = 4.059 / 4.103 eV
F_max = 0.022 Eh/bohr

Last column: Löwdin charge in e.
Positions of all 54 atoms, in Å:
Co: 0.2328 -1.0244 0.0689  0.024
F: 2.3784 0.8588 4.6724  0.105
C: 1.3675 0.7146 3.7907  -0.665
F: 1.5839 1.5524 2.7830  0.136
F: 0.2379 1.0481 4.4102  0.141
S: 1.3340 -1.0384 3.2131  0.600
O: 0.1495 -1.1659 2.3913  -0.294
O: 1.3953 -1.7794 4.4378  -0.284
N: 2.6771 -1.1331 2.3907  -0.284
S: 2.5864 -1.1130 0.7972  0.580
O: 2.0159 0.1023 0.2173  -0.335
O: 2.4220 -2.4113 0.1841  -0.298
C: 4.3758 -0.7727 0.4900  -0.667
F: 5.1714 -1.7674 0.9134  0.113
F: 4.5792 -0.6146 -0.8202  0.127
F: 4.7680 0.3538 1.1066  0.113
S: -4.7388 -1.7585 -3.5485  -0.384
Sb: -2.9651 -0.5246 -2.8741  0.500
S: 0.5100 -1.2086 -2.2284  0.019
S: -1.1139 -2.0554 -3.1894  -0.221
C: 3.7802 3.0099 -3.2323  -0.062
C: 2.5187 2.8094 -2.4291  -0.278
C: 2.5270 3.0088 -1.0504  -0.049
C: 1.3814 2.8107 -0.2987  -0.071
C: 0.2115 2.4137 -0.9286  -0.286
C: 0.1714 2.2554 -2.3033  -0.084
C: 1.3249 2.4566 -3.0476  -0.051
S: -1.2422 2.1085 0.0333  0.577
O: -2.3634 2.5165 -0.8013  -0.369
O: -1.0854 2.8594 1.2636  -0.330
N: -1.2306 0.5203 0.2679  -0.141
C: -2.4396 -0.1119 0.5284  -0.303
C: -3.6149 0.5084 0.9605  -0.042
C: -4.7938 -0.2261 1.1612  -0.097
C: -4.8405 -1.5831 1.0042  -0.080
C: -3.6677 -2.2830 0.6524  -0.176
C: -3.6125 -3.6879 0.5320  -0.032
C: -2.4269 -4.2897 0.2471  -0.059
C: -1.2668 -3.5062 0.1046  -0.127
N: -1.2797 -2.2013 0.1994  -0.007
C: -2.4638 -1.5631 0.4374  -0.176
H: 4.6260 2.5163 -2.7495  0.072
H: 4.0221 4.0742 -3.3140  0.071
H: 3.6666 2.6090 -4.2402  0.068
H: 3.4468 3.3115 -0.5580  0.112
H: 1.3772 2.9489 0.7750  0.100
H: -0.7575 1.9850 -2.7843  0.083
H: 1.2948 2.3221 -4.1238  0.107
H: -3.6056 1.5762 1.1195  0.092
H: -5.6958 0.3021 1.4517  0.095
H: -5.7636 -2.1368 1.1463  0.097
H: -4.5117 -4.2732 0.6969  0.108
H: -2.3555 -5.3680 0.1614  0.096
H: -0.2984 -3.9550 -0.0874  0.118


The following is a DFT calculation (ωB97M-V/def2-TZVPD) of C18H13N3O2S2V as an isolated structure at a distorted geometry.

HOMO level (spin up / spin down) = -11.46 / -11.46 eV
frontier orbital gap (spin up / spin down) = 5.792 / 5.793 eV
charge = +1
spin multiplicity = 1
electronic energy = -2748.587868 a.u.
LUMO energy (spin up / spin down) = -5.672 / -5.670 eV
F_max = 0.022 Eh/bohr

Last column: Löwdin charge in e.
Positions of all 39 atoms, in Å:
V: 0.5782 -0.6869 0.4336  0.498
S: 2.0660 0.3384 1.7195  0.916
C: 2.5270 -1.3119 2.0025  -0.648
C: 3.9251 -1.6167 1.9279  -0.229
N: 5.0479 -1.8407 1.8378  0.233
C: 1.6118 -2.3354 2.1544  -0.658
S: -0.0912 -2.0741 2.0480  0.877
C: 2.0673 -3.6903 2.2523  -0.229
N: 2.4099 -4.7854 2.3024  0.234
C: -3.5856 -1.6841 -1.2300  0.015
C: -2.3751 -1.2184 -0.5865  -0.096
N: -1.4177 -0.8495 -0.0799  0.101
H: -3.3259 -2.5170 -1.8834  0.110
H: -4.0196 -0.8712 -1.8099  0.108
H: -4.2883 -2.0190 -0.4683  0.109
C: -2.4036 3.9631 1.5839  -0.055
C: -2.1485 2.7345 2.2270  -0.053
C: -1.3005 1.8199 1.6665  -0.054
C: -0.6737 2.0853 0.4264  -0.193
C: 0.2108 1.1773 -0.2119  -0.262
C: 0.8328 1.4743 -1.3977  -0.081
C: 0.5661 2.7095 -2.0299  -0.049
C: -0.2891 3.6036 -1.4534  -0.003
C: -0.9238 3.3218 -0.2173  -0.153
C: -1.8017 4.2504 0.3920  -0.013
H: -3.0699 4.6793 2.0446  0.113
H: -2.6203 2.5212 3.1770  0.113
H: -1.0968 0.8956 2.1976  0.084
H: 1.5220 0.7834 -1.8654  0.106
H: 1.0516 2.9383 -2.9687  0.115
H: -0.4912 4.5533 -1.9326  0.124
H: -1.9830 5.1954 -0.1044  0.122
C: 2.4724 -3.3739 -1.9793  0.041
C: 1.1793 -2.8476 -1.4648  -0.495
O: 0.0821 -3.2880 -1.5167  0.151
O: 1.3929 -1.5719 -0.8390  -0.209
H: 2.3574 -4.4222 -2.2404  0.105
H: 3.2619 -3.2362 -1.2437  0.096
H: 2.7430 -2.8042 -2.8700  0.110